Computed, not measured: 3 unconnected molecules or ions with the total composition C18H31BN4O3S in a non-equilibrium geometry, with wB97M-V/def2-TZVPD.

Last column: Löwdin charge in e.
Cartesian coordinates (Å):
C -3.884 -3.786 1.347  -0.0999
C -3.700 -2.757 0.220  -0.2556
C -4.217 -1.348 0.521  -0.2115
C -3.739 -0.775 1.857  -0.2355
N -2.323 -0.921 2.117  -0.0794
N -1.500 -0.376 1.090  -0.0962
C -0.445 0.490 1.629  -0.1920
C 0.940 -0.195 1.752  -0.6432
S 0.850 -2.014 2.058  0.7799
O 1.805 0.126 0.704  -0.1568
C 1.442 -0.393 -0.575  -0.2319
C 2.197 -1.662 -0.968  -0.0669
B 1.984 -1.949 -2.511  -0.6415
O 2.808 -2.840 -3.176  0.1485
O 1.019 -1.305 -3.258  0.1325
H -4.210 -3.353 2.286  0.0579
H -2.958 -4.327 1.511  0.0672
H -4.623 -4.532 1.074  0.0650
H -4.253 -3.111 -0.646  0.0964
H -2.660 -2.715 -0.089  0.0912
H -3.938 -0.708 -0.313  0.0943
H -5.306 -1.378 0.540  0.1090
H -4.052 0.264 1.939  0.1126
H -4.254 -1.299 2.655  0.1009
H -2.104 -1.906 2.205  0.0711
H -2.056 0.174 0.447  0.1010
H -0.744 0.865 2.603  0.1058
H -0.302 1.289 0.905  0.1232
H 1.390 0.217 2.648  0.0817
H 0.307 -1.952 3.281  -0.1304
H 1.692 0.378 -1.298  0.1277
H 0.375 -0.571 -0.672  0.1126
H 3.263 -1.554 -0.798  0.1190
H 1.788 -2.529 -0.451  0.0758
H 2.917 -3.650 -2.647  0.1133
H 0.460 -1.995 -3.659  0.1304
C 2.834 3.747 5.754  -0.0813
C 2.908 3.215 4.478  -0.0676
C 1.725 2.946 3.808  -0.1560
N 0.516 3.165 4.322  0.0573
C 0.463 3.675 5.551  -0.1560
C 1.585 3.984 6.305  -0.0751
H 3.734 3.974 6.311  0.1048
H 3.862 3.013 4.009  0.1032
H 1.736 2.534 2.804  0.0963
H -0.533 3.841 5.945  0.1023
H 1.480 4.399 7.298  0.1001
C 1.834 0.310 -5.825  -0.0735
C 2.617 0.904 -6.802  -0.0708
C 2.098 1.985 -7.498  -0.1622
N 0.884 2.487 -7.283  0.0482
C 0.144 1.902 -6.343  -0.1576
C 0.567 0.818 -5.588  -0.0706
H 2.202 -0.533 -5.259  0.0917
H 3.611 0.538 -7.021  0.0998
H 2.679 2.480 -8.268  0.1004
H -0.841 2.330 -6.192  0.1005
H -0.076 0.386 -4.835  0.0900

Forces on atoms 1 to 6 (eV/Å):
0.1 -0.1 -0.3
-0.3 0.0 0.0
0.0 -0.3 0.1
-0.2 -0.2 -0.3
0.0 0.3 0.4
0.4 0.2 -0.2

Summary:
SMILES = CCCCNNC[C@@H](S)OCCB(O)O.c1ccncc1.c1ccncc1
HOMO-LUMO gap = 8.32 eV
Electronic energy = -1572.2703 hartree
E_HOMO = -0.299 Eh
Total charge = 0
M = 394.350 u
Largest force on an atom = 0.0242 Eh/bohr